No. 1
This record from OMol25 describes 2 unconnected molecules or ions with the total composition C3H8N2 in a non-equilibrium geometry. The level of theory is wB97M-V/def2-TZVPD.

## Properties
Energy = -6218.90240 eV
Structure (SMILES) = [H]/N=C/N.C=C
F_max = 3.0 eV/A
Frontier orbital gap = 0.381 Eh
Highest occupied orbital energy = -0.3460 hartree

ORCA input file:
```
! RIJCOSX wB97M-V def2-TZVPD def2/J DEFGRID3
* xyz 0 1
H 3.151 -0.454 -1.590
N 2.531 -0.534 -0.791
C 1.899 0.539 -0.551
N 1.232 0.684 0.660
H 2.190 1.521 -0.943
H 1.514 0.113 1.432
H 0.781 1.578 0.678
C -2.757 -0.204 0.367
C -1.673 -0.913 0.152
H -2.890 0.349 1.290
H -3.557 -0.340 -0.346
H -0.623 -0.804 0.378
H -1.797 -1.532 -0.738
*
```

Löwdin atomic charge list, values in e, 6 entries: H 0.03; N 0.06; C -0.39; N 0.04; H 0.12; H 0.09

---

No. 2
This record from OMol25 describes a molecular structure, C7H8BNO2 in a non-equilibrium geometry. The level of theory is wB97M-V/def2-TZVPD.

## Properties
Energy = -13649.50852 eV
F_max = 5.2 eV/A
Frontier orbital gap = 0.315 Eh
Highest occupied orbital energy = -0.3079 hartree

ORCA input file:
```
! RIJCOSX wB97M-V def2-TZVPD def2/J DEFGRID3
* xyz 0 1
B 2.420 -0.518 -0.052
C -1.225 -1.810 0.342
C 0.129 -1.696 0.384
C -1.988 -0.681 0.223
C 0.026 0.598 0.098
C 0.799 -0.530 0.121
C -1.312 0.598 0.036
C 3.709 1.038 0.304
N -2.083 1.750 -0.151
O 4.822 0.634 0.162
O 3.259 -1.514 -0.212
H -1.784 -2.768 0.531
H 0.697 -2.611 0.542
H -3.068 -0.742 0.173
H 0.454 1.671 -0.107
H 3.415 2.059 0.375
H -2.891 1.398 -0.568
H -1.606 2.440 -0.725
H 4.153 -1.172 -0.307
*
```

Löwdin atomic charge list, values in e, 6 entries: B -0.20; C -0.10; C -0.10; C -0.01; C -0.06; C -0.14